Record 1
{"formula": "C16H30NO2", "method": "ωB97M-V/def2-TZVPD", "elements": ["C", "N", "C", "H", "H", "C", "O", "O", "C", "C", "C", "H", "H", "C", "C", "C", "C", "C", "C", "H", "H", "H", "H", "H", "H", "H", "H", "H", "H", "H", "H", "H", "H", "H", "C", "H", "C", "H", "H", "C", "H", "H", "C", "H", "H", "H", "H", "H", "H"], "xyz": [[-4.3821, -2.0894, 0.0163], [-3.7540, -0.7547, 0.0341], [-2.3207, -0.9296, 0.3471], [-2.2204, -1.4493, 1.3034], [-1.8607, -1.5551, -0.4231], [-1.4779, 0.3620, 0.4408], [-1.8986, 1.4612, 0.1960], [-0.2729, 0.0457, 0.8340], [0.7037, 1.1038, 0.9498], [1.3976, 1.3580, -0.3839], [2.2257, 0.1614, -0.8586], [2.4377, 0.2823, -1.9224], [1.6273, -0.7465, -0.7432], [3.5554, -0.0172, -0.1147], [4.5844, 1.0351, -0.5321], [5.9002, 0.8364, 0.2156], [6.4591, -0.5578, -0.0462], [5.4423, -1.6185, 0.3611], [4.1259, -1.4124, -0.3825], [3.4055, -2.1733, -0.0707], [4.2936, -1.5309, -1.4553], [5.8343, -2.6140, 0.1456], [5.2648, -1.5556, 1.4374], [7.3864, -0.6982, 0.5110], [6.6875, -0.6635, -1.1088], [6.6201, 1.5924, -0.1021], [5.7324, 0.9653, 1.2876], [4.2053, 2.0396, -0.3344], [4.7649, 0.9517, -1.6061], [3.3818, 0.0764, 0.9630], [0.6366, 1.6017, -1.1288], [2.0340, 2.2340, -0.2663], [1.4049, 0.7470, 1.7037], [0.1987, 2.0080, 1.2997], [-4.4622, 0.1269, 1.0030], [-4.6312, -0.3964, 1.9430], [-5.7534, 0.5438, 0.2973], [-6.0180, 1.5627, 0.5686], [-6.5888, -0.0944, 0.5815], [-5.4399, 0.4188, -1.2057], [-5.5385, 1.3734, -1.7166], [-6.1163, -0.2812, -1.6938], [-3.9903, -0.0655, -1.2652], [-3.7932, -0.7406, -2.0966], [-3.3140, 0.7875, -1.3196], [-3.8371, 1.0016, 1.1812], [-5.4395, -2.0027, -0.2159], [-3.9087, -2.7171, -0.7367], [-4.2752, -2.5684, 0.9880]], "multiplicity": 1, "charge": 1, "relative_energy_kcal_mol": 0.0, "e_lumo_ev": -2.500, "smiles": "C[N+]1(CC(=O)OCCCC2CCCCC2)CCCC1", "homo_lumo_gap_ev": 9.851, "e_homo_ev": -12.35}

***

Record 2
{"formula": "C5H13N3", "method": "ωB97M-V/def2-TZVPD", "elements": ["C", "C", "C", "N", "C", "N", "N", "C", "H", "H", "H", "H", "H", "H", "H", "H", "H", "H", "H", "H", "H"], "xyz": [[-0.2275, -0.5132, 0.8748], [1.8058, -0.0720, 0.7921], [2.3427, -0.1080, -0.6138], [-2.4221, 0.4077, 0.0356], [-0.5452, 0.7300, 0.3294], [-2.7900, 0.0186, -1.2552], [-0.5117, -1.7084, 0.1940], [-0.3244, 2.0185, 0.1982], [-2.6984, -0.3507, 0.6690], [-0.3769, -0.5974, 1.9493], [-2.6113, 0.7821, -1.9003], [-2.2796, -0.8093, -1.5769], [0.1406, -1.9672, -0.5347], [-0.6558, -2.4966, 0.8132], [2.0455, 0.8414, 1.3347], [2.1273, -0.9190, 1.4000], [-1.1194, 2.6651, -0.1527], [0.6345, 2.4682, 0.4285], [1.9798, -0.9907, -1.1548], [3.4398, -0.1742, -0.6430], [2.0461, 0.7750, -1.1875]], "multiplicity": 1, "relative_energy_kcal_mol": 130.2, "e_lumo_ev": 0.749, "homo_lumo_gap_ev": 7.684, "e_homo_ev": -6.93}

***

Record 3
{"formula": "C4H11NO3", "method": "ωB97M-V/def2-TZVPD", "elements": ["C", "C", "C", "O", "C", "N", "O", "H", "H", "H", "H", "H", "H", "H", "H", "H", "H", "H", "O"], "xyz": [[-0.2267, 0.1028, -0.8318], [-1.2470, -0.8786, -0.2380], [-1.7900, -1.8881, -1.2857], [-0.6644, -1.7655, 0.7043], [0.4203, 0.9334, 0.2845], [0.7123, 2.2496, -0.1282], [0.6652, 0.4975, 1.3893], [0.6878, -0.3445, -1.2315], [-0.5421, 0.8031, -1.5792], [-2.0493, -0.3654, 0.2847], [-1.1474, -2.7599, -1.3304], [-2.7693, -2.3607, -1.0651], [-1.8114, -1.4998, -2.2960], [-0.2395, -1.1944, 1.3631], [0.0650, 2.5436, -0.8362], [1.0378, 2.8447, 0.6170], [2.2114, 1.0651, 2.1744], [3.5663, 0.5940, 1.8871], [3.1210, 1.4230, 2.1176]], "multiplicity": 1, "relative_energy_kcal_mol": 19.2, "e_lumo_ev": 0.639, "smiles": "C[C@@H](O)CC(N)=O.O", "homo_lumo_gap_ev": 10.993, "e_homo_ev": -10.35}

***

Record 4
{"formula": "C36H100N8O10", "method": "ωB97M-V/def2-TZVPD", "elements": ["C", "C", "C", "O", "C", "N", "H", "H", "H", "H", "H", "H", "H", "H", "H", "H", "H", "C", "C", "C", "O", "C", "N", "H", "H", "H", "H", "H", "H", "H", "H", "H", "H", "H", "C", "C", "C", "O", "C", "N", "H", "H", "H", "H", "H", "H", "H", "H", "H", "H", "H", "C", "C", "C", "O", "C", "N", "H", "H", "H", "H", "H", "H", "H", "H", "H", "H", "H", "C", "C", "C", "O", "C", "N", "H", "H", "H", "H", "H", "H", "H", "H", "H", "H", "H", "C", "C", "C", "O", "C", "N", "H", "H", "H", "H", "H", "H", "H", "H", "H", "H", "H", "C", "C", "C", "O", "C", "N", "H", "H", "H", "H", "H", "H", "H", "H", "H", "H", "H", "C", "C", "C", "O", "C", "N", "H", "H", "H", "H", "H", "H", "H", "H", "H", "H", "H", "C", "C", "O", "H", "H", "H", "H", "H", "H", "C", "C", "O", "H", "H", "H", "H", "H", "H"], "xyz": [[3.2597, 3.6966, 3.5069], [3.1468, 4.0267, 2.0258], [4.1305, 3.3004, 1.1301], [5.4365, 3.7459, 1.3967], [6.4583, 2.9918, 0.7814], [1.7591, 3.7936, 1.6333], [2.5747, 4.2750, 4.1253], [4.2569, 4.0238, 3.8304], [3.2548, 2.6424, 3.7952], [3.3905, 5.0973, 1.9848], [3.8840, 3.5510, 0.0868], [4.0038, 2.2104, 1.1727], [7.3564, 3.6055, 0.8491], [6.2265, 2.7935, -0.2677], [6.6588, 2.0795, 1.3506], [1.1272, 3.9686, 2.4057], [1.4339, 4.4048, 0.8847], [-2.0078, 3.2612, 3.0304], [-1.2015, 3.7154, 4.2296], [-0.2055, 2.6428, 4.6849], [-0.7966, 1.3745, 4.8782], [-1.5661, 1.2304, 6.0692], [-0.4285, 4.9222, 3.8105], [-2.7476, 4.0052, 2.7346], [-2.4022, 2.2462, 3.1239], [-1.3823, 3.0810, 2.1436], [-1.8922, 3.9169, 5.0542], [0.3119, 2.9695, 5.5978], [0.6258, 2.5384, 3.9871], [-1.8356, 0.1774, 6.0034], [-2.4495, 1.8706, 6.0521], [-1.0158, 1.3839, 7.0007], [-1.0462, 5.4424, 3.1912], [-0.4196, 5.5155, 4.6399], [2.7033, -4.4473, -1.6423], [1.8417, -5.1288, -0.5805], [1.8902, -6.6311, -0.7593], [1.2467, -6.9773, -1.9757], [1.0565, -8.3566, -2.1003], [2.3508, -4.7453, 0.7494], [2.4198, -4.9014, -2.6000], [3.7735, -4.6466, -1.5868], [2.4929, -3.3838, -1.7540], [0.8352, -4.7073, -0.6568], [1.3493, -7.0687, 0.0902], [2.9150, -7.0108, -0.7989], [0.3032, -8.7473, -1.4131], [1.9786, -8.9511, -2.0299], [0.7829, -8.5967, -3.1307], [2.1326, -5.4335, 1.4645], [1.9308, -3.8993, 1.1153], [-3.4575, 1.9602, -2.0871], [-2.5795, 1.7290, -0.8570], [-2.5752, 0.2567, -0.3836], [-3.8196, -0.1061, 0.1438], [-3.8821, -1.4860, 0.4179], [-1.1981, 2.1260, -1.1338], [-3.7553, 3.0108, -2.0648], [-4.3722, 1.3685, -2.0656], [-2.9056, 1.7748, -3.0092], [-2.9494, 2.4175, -0.0884], [-1.7465, 0.1370, 0.3199], [-2.3536, -0.2290, -1.3443], [-4.0796, -1.9972, -0.5355], [-4.7125, -1.7577, 1.0682], [-2.9618, -1.9037, 0.8391], [-0.4934, 1.6555, -0.5365], [-0.9209, 1.8098, -2.0651], [-1.3499, -6.1161, -1.7133], [-2.0747, -4.7794, -1.5268], [-1.5683, -3.6519, -2.4208], [-0.2581, -3.3255, -1.9875], [0.1496, -2.0745, -2.4766], [-3.5120, -4.9506, -1.7980], [-0.3415, -6.1081, -1.2916], [-1.3550, -6.3506, -2.7786], [-1.8346, -6.8990, -1.1263], [-1.9790, -4.4297, -0.4952], [-2.2165, -2.7863, -2.2540], [-1.6438, -3.9451, -3.4741], [1.1965, -1.9160, -2.2126], [-0.3861, -1.2858, -1.9332], [0.0238, -1.8583, -3.5419], [-3.5881, -5.6311, -2.5485], [-4.0148, -5.3559, -1.0192], [0.8336, 4.9276, -2.6962], [-0.2867, 5.6604, -1.9757], [-1.6061, 5.6719, -2.7695], [-1.5808, 6.4598, -3.9412], [-1.6353, 7.8512, -3.6773], [-0.4465, 5.0113, -0.6606], [1.7669, 5.1085, -2.1668], [0.8784, 5.2000, -3.7544], [0.6197, 3.8563, -2.7679], [0.0595, 6.6892, -1.8491], [-2.4435, 5.9118, -2.0992], [-1.8345, 4.6544, -3.1012], [-0.9344, 8.1698, -2.8994], [-2.6117, 8.0850, -3.2349], [-1.4447, 8.3794, -4.6053], [-1.3410, 5.3261, -0.2863], [-0.6076, 4.0110, -0.8597], [-2.2899, 1.0055, -5.8360], [-1.5213, 2.2718, -5.5233], [-0.0724, 2.0451, -5.1153], [-0.0233, 1.2656, -3.9164], [1.3333, 1.0863, -3.5454], [-1.5405, 3.0871, -6.7601], [-1.9650, 0.1792, -5.1987], [-2.0592, 0.6690, -6.8486], [-3.3648, 1.1533, -5.7405], [-2.0564, 2.8738, -4.7785], [0.5156, 2.9557, -4.9794], [0.3799, 1.4420, -5.9123], [1.9544, 0.6381, -4.3254], [1.3544, 0.4506, -2.6601], [1.8076, 2.0214, -3.2289], [-1.1880, 4.0336, -6.6476], [-2.5322, 3.2282, -6.9389], [-1.2489, -1.6848, 3.3063], [-0.9680, -3.1770, 3.5305], [-2.0122, -4.0116, 2.7932], [-3.3149, -3.5615, 3.0752], [-4.3295, -4.3376, 2.4928], [0.3988, -3.4135, 3.0920], [-0.8561, -1.3808, 2.3376], [-0.7016, -1.0989, 4.0486], [-2.2996, -1.4635, 3.4774], [-1.0490, -3.4982, 4.5758], [-1.9396, -5.0618, 3.1056], [-1.7889, -3.9925, 1.7173], [-4.1843, -5.4154, 2.5898], [-4.5211, -4.0398, 1.4561], [-5.2371, -4.0444, 3.0236], [1.0393, -2.6924, 3.4000], [0.8012, -4.2944, 3.3867], [1.1223, -0.9573, 0.6862], [1.2638, 0.4442, 1.2536], [1.2576, 1.3943, 0.1903], [1.3608, -1.6846, 1.4677], [1.9307, -1.1512, -0.0264], [0.1671, -1.1815, 0.2198], [2.1789, 0.5643, 1.8422], [0.4124, 0.6623, 1.9131], [1.3693, 2.2714, 0.6381], [4.8803, -1.4637, 3.3029], [4.0730, -2.7168, 3.1154], [3.4877, -3.0534, 4.3917], [5.7360, -1.6409, 3.9530], [4.2862, -0.6788, 3.7733], [5.2139, -1.1174, 2.3233], [4.7101, -3.5695, 2.8627], [3.2724, -2.6392, 2.3763], [2.9843, -3.8638, 4.2751]], "multiplicity": 1, "relative_energy_kcal_mol": 30.1, "e_lumo_ev": 0.585, "smiles": "COC[C@H](C)N.COC[C@H](C)N.COC[C@H](C)N.COC[C@H](C)N.COC[C@H](C)N.COC[C@H](C)N.COC[C@H](C)N.COC[C@H](C)N.CCO.CCO", "homo_lumo_gap_ev": 9.147, "e_homo_ev": -8.56}

***

Record 5
{"formula": "C27H20BeN5Se", "method": "ωB97M-V/def2-TZVPD", "elements": ["Be", "C", "C", "C", "C", "N", "C", "C", "C", "C", "C", "C", "N", "C", "C", "C", "C", "C", "N", "H", "H", "H", "H", "H", "H", "H", "H", "H", "H", "H", "N", "C", "C", "C", "C", "C", "N", "C", "H", "H", "H", "H", "Se", "C", "C", "C", "C", "C", "C", "H", "H", "H", "H", "H"], "xyz": [[0.2122, 0.4756, 0.3941], [-3.0788, 1.1717, -2.0750], [-3.0885, -0.0087, -2.7999], [-2.1928, -1.0162, -2.4745], [-1.3211, -0.7943, -1.4248], [-1.2994, 0.3517, -0.7388], [-2.1533, 1.3196, -1.0567], [-0.2990, -1.7486, -0.9444], [-0.1774, -3.0603, -1.3640], [0.8268, -3.8372, -0.8102], [1.6659, -3.2908, 0.1460], [1.4796, -1.9724, 0.5320], [0.5167, -1.2195, -0.0193], [2.3117, -1.2774, 1.5448], [3.4263, -1.8344, 2.1527], [4.1292, -1.0590, 3.0618], [3.7046, 0.2334, 3.3208], [2.5728, 0.7000, 2.6696], [1.8823, -0.0478, 1.8191], [-3.7571, 1.9792, -2.3090], [-3.7807, -0.1417, -3.6202], [-2.1708, -1.9376, -3.0379], [-2.0511, 2.2390, -0.4932], [-0.8510, -3.4657, -2.1041], [0.9486, -4.8678, -1.1150], [2.4452, -3.8872, 0.5952], [3.7545, -2.8382, 1.9260], [5.0049, -1.4592, 3.5544], [4.2379, 0.8714, 4.0108], [2.2189, 1.7140, 2.8155], [-3.6551, -2.1709, 4.3080], [-2.9936, -1.2886, 3.9898], [-2.1603, -0.1972, 3.5688], [-2.0532, 0.9743, 4.3129], [-1.2327, 1.9829, 3.8411], [-0.5492, 1.7921, 2.6541], [-0.6525, 0.6647, 1.9410], [-1.4445, -0.3089, 2.3867], [-2.6063, 1.0861, 5.2354], [-1.1250, 2.9120, 4.3811], [0.0869, 2.5623, 2.2367], [-1.5135, -1.2057, 1.7843], [1.0701, 2.3415, -0.4317], [0.6793, 2.0411, -2.2851], [-0.0668, 2.9655, -3.0088], [-0.3688, 2.7344, -4.3451], [0.0649, 1.5755, -4.9718], [0.8260, 0.6572, -4.2596], [1.1383, 0.8915, -2.9288], [-0.4068, 3.8722, -2.5239], [-0.9421, 3.4668, -4.8994], [-0.1700, 1.3978, -6.0129], [1.1941, -0.2359, -4.7498], [1.7636, 0.1974, -2.3788]], "multiplicity": 1, "charge": 1, "relative_energy_kcal_mol": 3.2, "e_lumo_ev": -3.669, "homo_lumo_gap_ev": 6.439, "e_homo_ev": -10.11}

***

Record 6
{"formula": "C4H12NS", "method": "ωB97M-V/def2-TZVPD", "elements": ["C", "C", "C", "C", "N", "S", "H", "H", "H", "H", "H", "H", "H", "H", "H", "H", "H", "H"], "xyz": [[-0.7062, 0.0061, 1.3140], [-0.7856, 1.6293, -0.4788], [-0.6245, 0.0998, -0.1720], [0.6892, -0.4678, -0.7338], [0.9868, -1.8261, -0.2139], [2.2143, 0.6364, 0.2560], [-0.4964, -0.9941, 1.8856], [0.0226, 0.7193, 1.8632], [-1.6525, 0.2358, 1.5282], [0.2033, 1.9911, -0.4714], [-1.2364, 1.7326, -1.3826], [-1.2967, 2.2066, 0.3537], [-1.4279, -0.3638, -0.5876], [0.8940, -0.3409, -1.7580], [1.9908, -1.9859, -0.1742], [0.9577, -2.6311, -0.8424], [0.6639, -1.8024, 0.8098], [2.5612, 1.7520, -0.4141]], "multiplicity": 1, "charge": 1, "relative_energy_kcal_mol": 63.7, "e_lumo_ev": -3.795, "smiles": "CC(C)[C@H]([NH3+])S", "homo_lumo_gap_ev": 9.893, "e_homo_ev": -13.69}

***

Record 7
{"formula": "C10H9N3O2", "method": "ωB97M-V/def2-TZVPD", "elements": ["C", "C", "C", "C", "C", "C", "C", "C", "C", "C", "N", "N", "N", "O", "O", "H", "H", "H", "H", "H", "H", "H", "H", "H"], "xyz": [[1.6238, 1.0460, -0.7538], [1.4261, -0.4693, 0.9918], [2.9674, 0.6789, -0.8122], [2.8033, -0.6570, 1.0104], [0.8326, 0.3935, 0.1758], [-2.3258, -1.2208, 0.9168], [-1.4490, -0.2677, 1.2666], [-2.3960, -1.7582, -0.5160], [-1.0301, -0.1582, -1.5879], [-0.6265, 0.4642, 0.2320], [3.5426, -0.1713, 0.0606], [-1.9129, -1.1666, -1.5181], [-1.0854, 1.8155, 0.2542], [-0.4588, 2.6898, -0.3407], [-2.1658, 1.9965, 0.8015], [1.1388, 1.9127, -1.2800], [1.0885, -1.1902, 1.6886], [3.5971, 1.1556, -1.5687], [3.2654, -1.3647, 1.6300], [-2.8265, -1.7595, 1.6630], [-1.2333, -0.0059, 2.2790], [-3.2849, -2.4113, -0.6622], [-1.4355, 0.8522, -1.9117], [-0.0548, -0.4043, -2.0191]], "multiplicity": 1, "relative_energy_kcal_mol": 136.6, "e_lumo_ev": -0.293, "homo_lumo_gap_ev": 8.783, "e_homo_ev": -9.08}

***

Record 8
{"formula": "C3H2Cl2F2", "method": "ωB97M-V/def2-TZVPD", "elements": ["C", "C", "C", "F", "F", "Cl", "Cl", "H", "H"], "xyz": [[0.8608, -0.5437, -0.2942], [0.2710, -1.3258, -1.1122], [-0.3348, 1.1945, 1.1628], [0.9547, -2.1227, -1.9063], [0.4688, 2.2190, 1.0977], [-1.4561, -1.6905, -1.1828], [-1.9152, 1.4962, 0.2733], [1.7359, -0.0753, -0.1516], [-0.5851, 0.8483, 2.1134]], "multiplicity": 3, "relative_energy_kcal_mol": 8.1, "e_lumo_ev": [0.815, -2.155], "homo_lumo_gap_ev": [9.139, 7.895], "e_homo_ev": [-8.32, -10.05]}